ORCA calculation (wB97M-V/def2-TZVPD) on 2 unconnected molecules or ions with the total composition C3H3ClF2 at a distorted geometry.

Geometry as XYZ:
```
9
C3H3ClF2, DFT wB97M-V/def2-TZVPD
C 0.2999 0.7922 -0.0670
C 1.4519 0.3357 0.3356
C -1.3622 -0.6930 -0.1381
F 2.5449 1.1293 0.1672
F -2.4683 0.0783 -0.0145
Cl 1.9051 -1.2345 0.8016
H -0.0563 1.7126 -0.3952
H -1.0007 -1.3640 0.6510
H -1.3143 -0.7566 -1.3406
```

Output
- orbital gap (hartree) = 0.3750
- DFT total energy (hartree) = -775.8783
- ΔE to the lowest compared entry with this formula, charge and spin (eV) = 3.831
- HOMO level (eV) = -9.735

***

ORCA calculation (wB97M-V/def2-TZVPD) on a molecular structure, C82H75ClNO12S at a distorted geometry.

Geometry as XYZ:
```
172
C82H75ClNO12S, DFT wB97M-V/def2-TZVPD
C 0.3826 -2.7587 3.4077
C -0.7662 -2.9503 2.2406
C -0.1419 -2.8567 0.6926
C -1.0046 -1.7840 -0.2578
C -1.9524 -2.5425 -1.3593
C -2.6738 -1.5357 -2.4520
C -3.0185 -0.1396 -1.6674
C -4.1866 0.7811 -2.3550
C -3.9501 2.3283 -1.7652
C -4.5428 2.5460 -0.2524
C -3.6124 1.9402 0.9543
C -3.2442 3.0000 2.1496
C -1.7977 3.7557 1.9880
C -0.4919 2.7651 1.9748
C 0.7511 3.5636 1.1913
C 0.3475 3.6331 -0.4136
C 1.6349 3.9139 -1.4081
C 2.2169 2.5119 -2.0209
C 3.6958 2.0655 -1.4788
C 4.7238 2.9570 -0.5668
N 6.0903 2.4471 -0.0644
S 7.0572 3.5505 0.9453
C 6.5782 1.0455 -0.4083
C 8.0133 0.3983 0.1295
C 7.5630 -0.9041 1.0765
O 7.8812 -2.1746 0.8064
Cl 6.5085 -0.4567 2.5690
C 5.6569 0.0138 -1.3477
C 4.1978 0.5260 -1.8934
C 3.2862 -0.5079 -2.7820
O 3.1530 -0.2444 -4.1025
O 2.6845 -1.7156 -2.1289
O 2.6784 -1.3948 -0.8519
H 0.0039 -3.3234 4.3885
H 1.4272 -3.2059 3.1145
H 0.5005 -1.6236 3.7282
H -1.1824 -4.0542 2.3455
H -1.6051 -2.1608 2.4456
H -0.0679 -3.9258 0.1973
H 0.9583 -2.4236 0.8457
H -1.6101 -1.1228 0.5289
H -0.2548 -1.0135 -0.7762
H -1.3319 -3.4076 -1.8842
H -2.8346 -3.0516 -0.7496
H -3.6622 -2.0194 -2.8527
H -1.8877 -1.3874 -3.3355
H -3.4283 -0.4430 -0.5880
H -2.0299 0.5044 -1.5726
H -4.1162 0.7908 -3.5401
H -5.2308 0.3500 -1.9752
H -2.8241 2.6748 -1.8640
H -4.5724 3.0324 -2.4954
H -5.6528 2.1233 -0.2246
H -4.6197 3.7249 -0.0796
H -2.6013 1.5964 0.4738
H -4.1974 1.0015 1.3973
H -4.0915 3.8225 2.2421
H -3.2541 2.4152 3.1787
H -1.8768 4.4871 1.0782
H -1.6780 4.4493 2.9520
H -0.1401 2.5010 3.0649
H -0.6305 1.7614 1.3898
H 0.8758 4.6524 1.6581
H 1.7818 2.9985 1.3843
H -0.2170 2.6179 -0.6550
H -0.4173 4.5292 -0.5605
H 2.4110 4.5749 -0.8349
H 1.2213 4.5374 -2.3381
H 2.2453 2.4576 -3.1978
H 1.4640 1.6507 -1.6786
H 4.4331 4.0376 -0.2253
H 6.3664 3.8177 2.1463
H 8.6206 1.1210 0.8241
H 8.6333 0.0226 -0.8110
H 6.0313 -1.0873 -1.5927
H 3.4555 -1.8218 -0.3717
C 6.0938 3.1535 -7.3173
C 5.0380 2.6928 -6.5311
C 4.1906 3.6028 -5.8970
C 4.4070 4.9788 -6.0397
C 5.4772 5.4391 -6.8057
C 6.3160 4.5243 -7.4557
C 5.7445 6.8871 -6.9228
O 6.6824 7.2924 -7.5984
C 4.8712 7.8386 -6.2072
C 5.1478 9.2110 -6.2624
C 4.3190 10.1188 -5.5995
C 3.2095 9.6610 -4.8894
C 2.9348 8.2941 -4.8281
C 3.7733 7.3805 -5.4805
C 3.4949 5.9342 -5.3799
O 2.5226 5.5307 -4.7522
H 6.7487 2.4444 -7.8189
H 4.8726 1.6242 -6.4129
H 3.3653 3.2359 -5.2890
H 7.1454 4.8765 -8.0665
H 6.0102 9.5769 -6.8173
H 4.5386 11.1835 -5.6394
H 2.5596 10.3685 -4.3790
H 2.0696 7.9437 -4.2677
C 4.5954 4.9854 2.5076
C 5.9414 5.3296 2.3860
C 6.4176 6.5037 2.9716
C 5.5422 7.3432 3.6711
C 4.1917 7.0115 3.7717
C 3.7192 5.8237 3.1984
C 3.2498 7.9141 4.4646
O 2.0640 7.6217 4.5565
C 3.7558 9.1776 5.0372
C 2.8638 10.0699 5.6461
C 3.3360 11.2609 6.2019
C 4.6977 11.5591 6.1598
C 5.5878 10.6746 5.5489
C 5.1140 9.4860 4.9779
C 6.0583 8.5741 4.3025
O 7.2546 8.8376 4.2610
H 4.2261 4.0658 2.0591
H 6.6218 4.6826 1.8367
H 7.4707 6.7634 2.8770
H 2.6687 5.5513 3.2845
H 1.7995 9.8432 5.6860
H 2.6408 11.9548 6.6696
H 5.0667 12.4833 6.5991
H 6.6488 10.9164 5.5156
C -6.2062 -7.3059 0.3573
C -7.2620 -7.7666 1.1435
C -8.1094 -6.8565 1.7776
C -7.8930 -5.4805 1.6349
C -6.8228 -5.0203 0.8689
C -5.9840 -5.9351 0.2189
C -6.5555 -3.5722 0.7518
O -5.6176 -3.1670 0.0762
C -7.4288 -2.6207 1.4674
C -7.1522 -1.2484 1.4122
C -7.9810 -0.3406 2.0750
C -9.0905 -0.7983 2.7852
C -9.3652 -2.1653 2.8465
C -8.5267 -3.0789 2.1941
C -8.8051 -4.5252 2.2947
O -9.7774 -4.9286 2.9224
H -5.5513 -8.0150 -0.1443
H -7.4274 -8.8351 1.2616
H -8.9347 -7.2234 2.3855
H -5.1546 -5.5829 -0.3919
H -6.2898 -0.8825 0.8573
H -7.7614 0.7242 2.0352
H -9.7404 -0.0908 3.2956
H -10.2304 -2.5156 3.4069
C -6.3886 -13.5326 -1.5973
C -5.9796 -14.8550 -1.4273
C -4.8258 -15.1406 -0.6956
C -4.0712 -14.0992 -0.1419
C -4.4666 -12.7758 -0.3328
C -5.6346 -12.4922 -1.0525
C -3.6514 -11.6672 0.2044
O -3.9999 -10.5046 0.0402
C -2.4064 -11.9796 0.9341
C -1.5940 -10.9369 1.3986
C -0.4217 -11.2235 2.1013
C -0.0630 -12.5481 2.3498
C -0.8675 -13.5888 1.8835
C -2.0366 -13.3036 1.1656
C -2.8620 -14.4116 0.6456
O -2.5451 -15.5761 0.8596
H -7.2928 -13.3105 -2.1598
H -6.5604 -15.6652 -1.8628
H -4.5155 -16.1757 -0.5626
H -5.9569 -11.4621 -1.1940
H -1.8685 -9.9000 1.2116
H 0.2104 -10.4125 2.4566
H 0.8464 -12.7715 2.9035
H -0.5786 -14.6205 2.0770
```

Output
- total charge = +1
- orbital gap (hartree) = 0.2015
- DFT total energy (hartree) = -4984.6535
- HOMO level (eV) = -10.692

***

Result set for M: 112.51, 1334.02 g/mol, one per record in the order listed.